# 1
62
Properties=species:S:1:pos:R:3:lowdin_charge:R:1 method="wB97M-V/def2-TZVPD" energy_ev=-121284.741 lumo_ev=-4.09 charge=0 gap_ev=2.849
C -0.46 2.75 2.59 -0.07
C -0.78 1.71 3.64 -0.27
O 0.23 0.71 3.80 -0.19
P 0.27 -0.74 3.11 0.49
O 0.22 -1.81 4.12 -0.26
C 1.73 -0.78 2.08 -0.27
C 2.13 0.36 1.12 -0.27
As 1.98 -0.06 -0.88 1.02
F 0.51 -1.14 -0.48 -0.36
F 3.38 1.01 -1.25 -0.35
C 0.83 1.60 -1.18 -0.28
C -0.65 1.29 -1.19 -0.25
C -1.55 2.52 -1.23 -0.18
O -2.76 2.14 -0.52 -0.23
C -3.40 3.08 0.27 -0.18
C 1.78 -0.57 -2.82 -0.20
C 1.14 -1.91 -3.22 -0.42
O 1.57 -2.99 -2.40 -0.07
C -0.38 -1.84 -3.33 -0.26
N -0.93 -3.13 -3.80 0.00
C 3.28 -1.62 -0.47 -0.37
S 4.52 -2.16 -1.57 0.61
O 5.42 -1.09 -1.85 -0.37
O 5.00 -3.46 -1.14 -0.37
O -1.02 -0.72 2.16 -0.22
C -2.23 -1.24 2.71 -0.26
C -3.42 -0.71 1.91 -0.09
H -1.12 3.62 2.72 0.08
H 0.56 3.10 2.72 0.09
H -0.58 2.36 1.58 0.05
H -0.86 2.19 4.62 0.12
H -1.75 1.23 3.44 0.09
H 1.67 -1.75 1.58 0.07
H 2.48 -0.89 2.88 0.10
H 1.61 1.28 1.38 0.03
H 3.19 0.57 1.24 0.07
H 1.04 2.31 -0.37 0.06
H 1.15 2.09 -2.10 0.08
H -0.91 0.74 -0.28 0.09
H -0.89 0.68 -2.06 0.09
H -1.82 2.82 -2.25 0.13
H -1.10 3.37 -0.72 0.12
H -4.48 2.99 0.00 0.06
H -3.14 4.13 0.12 0.12
H -3.26 2.83 1.33 0.07
H 1.15 0.22 -3.26 0.07
H 2.75 -0.46 -3.30 0.08
H 1.48 -2.17 -4.24 0.14
H 0.98 -3.04 -1.67 0.06
H -0.79 -1.51 -2.37 0.09
H -0.64 -1.09 -4.09 0.12
H -1.93 -3.05 -3.90 0.05
H -0.78 -3.84 -3.10 0.06
H 3.86 -1.39 0.43 0.07
H 2.69 -2.52 -0.27 0.05
H 3.78 -2.38 -2.67 0.05
H -2.31 -0.98 3.77 0.12
H -2.17 -2.33 2.67 0.13
H -3.74 -1.41 1.14 0.08
H -4.27 -0.49 2.59 0.07
H -3.11 0.21 1.39 0.04
Ag -5.15 1.35 0.88 0.86

# 2
66
Properties=species:S:1:pos:R:3:lowdin_charge:R:1 method="wB97M-V/def2-TZVPD" energy_ev=-92354.150 lumo_ev=0.04 charge=-1 gap_ev=4.391
O 7.67 -3.53 4.21 -0.11
C 7.71 -3.08 3.01 -0.60
O 8.65 -3.48 2.10 -0.20
C 6.59 -2.01 2.50 -0.24
N 5.75 -2.72 1.48 -0.67
Cl 5.43 -1.75 0.09 0.58
P 4.29 -3.44 2.15 0.24
O 2.99 -2.32 2.33 -0.28
O 4.68 -4.05 3.69 -0.22
S 3.73 -4.84 0.88 0.18
H 7.12 -1.09 2.06 0.11
H 5.98 -1.61 3.40 0.10
H 2.66 -2.38 3.26 0.07
H 4.47 -3.34 4.35 0.08
O 1.84 1.31 2.70 -0.25
P 1.41 2.54 1.90 0.72
O -0.22 2.44 2.27 -0.24
C -0.65 2.13 3.58 -0.30
C -0.63 3.34 4.50 -0.08
O 1.36 1.83 0.41 -0.23
C 1.97 0.57 0.16 -0.29
C 0.99 -0.56 0.40 -0.07
O 1.06 3.97 1.03 -0.21
C 0.48 5.10 1.65 -0.31
C 1.47 5.82 2.54 -0.08
H -0.07 1.31 4.02 0.10
H -1.68 1.76 3.50 0.12
H 0.37 3.78 4.55 0.06
H -0.94 3.07 5.51 0.08
H -1.31 4.11 4.13 0.07
H 2.88 0.44 0.75 0.09
H 2.28 0.56 -0.89 0.12
H 0.60 -0.56 1.42 0.07
H 1.47 -1.53 0.22 0.07
H 0.13 -0.47 -0.27 0.06
H -0.43 4.84 2.18 0.09
H 0.17 5.78 0.84 0.13
H 1.87 5.16 3.31 0.06
H 0.99 6.68 3.03 0.08
H 2.32 6.19 1.96 0.08
O -3.48 -2.49 -2.19 -0.25
P -3.59 -1.91 -3.61 0.72
O -4.10 -0.39 -3.14 -0.23
C -3.50 0.27 -2.03 -0.29
C -2.19 0.94 -2.40 -0.08
O -5.07 -2.55 -3.98 -0.23
C -5.65 -3.60 -3.22 -0.30
C -6.51 -3.05 -2.11 -0.08
O -3.61 -1.37 -5.22 -0.20
C -2.81 -0.28 -5.66 -0.30
C -1.34 -0.65 -5.74 -0.08
H -3.36 -0.40 -1.18 0.10
H -4.21 1.04 -1.71 0.12
H -1.48 0.21 -2.80 0.06
H -1.74 1.42 -1.53 0.08
H -2.34 1.71 -3.16 0.07
H -4.88 -4.28 -2.84 0.11
H -6.27 -4.19 -3.91 0.11
H -5.95 -2.39 -1.44 0.07
H -6.95 -3.85 -1.52 0.08
H -7.33 -2.44 -2.53 0.08
H -2.97 0.60 -5.03 0.09
H -3.16 -0.01 -6.65 0.13
H -0.97 -1.01 -4.77 0.07
H -0.75 0.21 -6.05 0.08
H -1.20 -1.46 -6.46 0.08